1.
C18H15Cl2N6O6Tc as an isolated structure. Source: OMol25; level of theory: ωB97M-V with the def2-TZVPD basis set.

CARTESIAN COORDINATES (ANGSTROEM)
Tc: 0.40126 0.23989 -0.47543
O: 3.51641 1.90257 1.43960
C: 2.76626 0.98932 1.29875
O: 1.52733 1.17243 0.76816
C: 3.06314 -0.43320 1.72740
C: 1.82971 -1.10257 2.36296
C: 2.24406 -2.36457 3.11488
C: 2.54571 -3.33621 1.94400
C: 2.24095 -2.46047 0.73159
O: 1.14579 -1.63739 1.20085
C: 3.34977 -1.41462 0.52831
C: 3.23387 -0.74759 -0.82351
O: 4.15802 -0.42240 -1.49765
O: 1.94892 -0.56580 -1.25175
H: 3.91043 -0.37516 2.40425
H: 1.17082 -0.43002 2.90381
H: 1.42484 -2.72688 3.73204
H: 3.10302 -2.18208 3.75811
H: 1.88466 -4.19989 1.96418
H: 3.57420 -3.69308 1.93205
H: 1.94490 -2.99172 -0.16750
H: 4.34985 -1.83381 0.58687
Cl: -3.69637 -2.19492 0.93902
C: -3.50057 -0.49447 0.80625
C: -4.57898 0.37401 1.09164
C: -4.44930 1.72859 0.99460
Cl: -5.78762 2.75467 1.35291
C: -3.21563 2.30117 0.59514
C: -2.92268 3.67358 0.46230
C: -1.66531 4.06983 0.07932
C: -0.68405 3.11114 -0.18965
N: -0.94100 1.81710 -0.08636
C: -2.17825 1.40777 0.31404
C: -2.29350 0.01870 0.42381
O: -1.19193 -0.70665 0.14936
H: -5.52517 -0.05316 1.39556
H: -3.69120 4.40666 0.66976
H: -1.41391 5.11663 -0.01253
H: 0.32182 3.39320 -0.47533
N: -0.55704 0.41254 -5.65290
N: -0.73544 -0.00871 -4.36875
N: -1.74851 -0.78324 -4.02821
C: -1.58733 -0.86903 -2.71879
N: -0.51445 -0.16921 -2.32711
N: 0.02547 0.38501 -3.41160
H: -1.00509 -0.23177 -6.28848
H: 0.41901 0.59988 -5.83357
H: -2.21691 -1.44608 -2.06240

Atomic forces in eV per Å
0.3 -0.8 1.1
0.1 0.2 0.0
-0.1 -0.2 -0.1
-0.2 0.2 -0.1
-0.1 0.0 -0.1
0.0 -0.1 -0.1
0.0 0.0 -0.1
0.0 0.0 0.0
0.0 0.1 0.1
0.0 0.1 0.0
-0.1 0.0 0.1
-0.1 0.0 0.1
0.1 0.1 -0.1
-0.1 0.2 -0.3
0.0 -0.1 0.0
0.0 0.0 0.0
0.0 0.0 0.0
0.0 0.0 0.0
0.0 0.0 0.0
0.0 0.0 0.0
0.0 0.0 0.0
0.0 0.0 0.0
0.0 0.0 0.0
-0.1 -0.1 0.0
-0.1 -0.1 0.0
-0.1 0.0 0.0
0.0 0.0 0.0
0.0 0.1 0.0
0.0 0.0 0.0
0.0 0.1 0.0
0.0 -0.1 0.0
0.1 0.4 -0.1
0.2 0.1 -0.1
0.2 -0.2 -0.1
0.2 0.3 0.0
0.0 0.0 0.0
0.0 0.0 0.0
0.0 0.0 0.0
0.0 0.0 0.0
-0.2 0.3 0.0
0.0 -0.2 0.0
0.1 0.1 0.0
0.0 0.0 0.0
0.0 0.1 -0.6
-0.2 -0.1 0.1
0.1 -0.1 0.0
0.1 -0.1 0.0
0.0 0.0 0.0

As for the multiplicity: 4. As for the charge: +1.



2.
One molecule with the formula C2H3N3O. Source: OMol25; level of theory: ωB97M-V with the def2-TZVPD basis set.

CARTESIAN COORDINATES (ANGSTROEM)
N: -1.63549 -0.29897 0.06166
C: -0.27212 -0.22390 -0.00552
N: 0.55505 -1.10013 0.49120
O: 1.79873 -0.58762 0.42718
N: 1.68274 0.68065 -0.28185
C: 0.40476 0.92260 -0.57394
H: -2.02485 -1.21831 0.18873
H: -2.10148 0.27809 -0.62079
H: 1.59266 1.54760 0.31334

Atomic forces in eV per Å
-0.1 -0.2 -0.1
0.0 -0.3 -0.1
-0.3 0.3 -0.1
0.1 0.4 0.2
-0.7 0.3 -0.1
-0.3 -0.3 -0.1
-0.1 0.0 0.0
0.0 -0.1 0.0
1.4 -0.1 0.4



3.
C23H34As3BrMnN2O4 as an isolated structure. Source: OMol25; level of theory: ωB97M-V with the def2-TZVPD basis set.

CARTESIAN COORDINATES (ANGSTROEM)
Mn: 0.48524 -0.12414 0.39757
O: 0.07848 1.93239 3.62653
C: -0.07341 1.65636 2.51079
O: 0.72093 0.54113 1.92489
C: -0.89969 2.18230 1.40363
C: -1.74971 3.26690 1.42900
C: -2.37536 3.62712 0.22820
C: -2.10825 2.91518 -0.93693
C: -1.24211 1.83432 -0.85744
N: -0.68209 1.48886 0.28765
C: -0.73811 0.97108 -1.97239
O: -0.92910 1.12420 -3.13328
O: 0.02183 -0.03092 -1.47995
H: -1.91668 3.81424 2.34891
H: -3.05399 4.47091 0.20856
H: -2.54722 3.18240 -1.89070
C: 2.06824 2.96266 -0.02570
As: 2.52551 1.11261 -0.33137
C: 4.07263 0.84104 0.77850
C: 2.87845 1.12841 -2.24008
C: 3.32680 -0.12075 -3.01422
C: 3.21718 0.24850 -4.50341
C: 2.34197 -1.27033 -2.77128
As: 1.78257 -1.84767 -0.99040
C: 3.26916 -2.78026 -0.17522
C: 0.50236 -3.20910 -1.44568
C: 4.79227 -0.46924 -2.67207
As: 5.81534 -1.55748 -3.96182
C: 6.47125 -0.56905 -5.47364
C: 7.26956 -2.41631 -3.05230
H: 2.94529 3.53893 -0.32644
H: 1.88127 3.13743 1.03118
H: 1.22048 3.26427 -0.63473
H: 4.81420 1.58720 0.48825
H: 4.49593 -0.15170 0.67897
H: 3.77754 1.01107 1.81329
H: 3.60157 1.94178 -2.35474
H: 1.93594 1.48696 -2.65909
H: 2.21343 0.59975 -4.74540
H: 3.40886 -0.61979 -5.13890
H: 3.92121 1.04052 -4.76697
H: 2.71456 -2.20712 -3.20167
H: 1.39879 -1.04635 -3.26875
H: 3.84427 -3.20691 -0.99960
H: 2.88627 -3.58757 0.44149
H: 3.90061 -2.13568 0.42524
H: 1.02424 -3.88072 -2.13050
H: -0.34133 -2.74577 -1.95180
H: 0.18581 -3.76534 -0.56839
H: 4.90462 -0.98710 -1.71714
H: 5.38477 0.45053 -2.61498
H: 5.66150 -0.29070 -6.14203
H: 7.18108 -1.21380 -5.99098
H: 6.98313 0.31841 -5.09272
H: 6.91688 -2.94431 -2.17000
H: 7.99015 -1.64133 -2.77704
H: 7.73907 -3.11564 -3.74321
Br: 0.95212 -2.44527 2.24916
C: -0.81369 -2.36868 1.58594
C: -1.80083 -3.18764 2.08208
C: -3.05740 -3.09602 1.49277
C: -3.25823 -2.21071 0.44023
C: -2.21003 -1.42102 0.01818
N: -0.99112 -1.48622 0.59391
H: -1.59824 -3.87455 2.89272
H: -3.86691 -3.72150 1.84910
H: -4.21829 -2.12899 -0.05098
H: -2.32950 -0.73024 -0.80166

Atomic forces in eV per Å
-0.1 -0.1 -0.2
-0.1 0.1 0.2
0.3 -0.3 -0.3
0.0 0.3 0.4
0.0 0.1 0.1
-0.1 0.1 -0.1
0.0 0.0 0.1
0.0 0.0 0.0
0.0 0.1 -0.1
0.1 -0.1 -0.1
0.0 -0.3 0.1
0.0 0.1 -0.1
-0.1 0.0 0.1
0.0 0.0 0.0
0.0 0.0 0.0
0.0 0.0 0.0
0.1 0.0 0.0
0.0 0.0 0.1
0.0 0.0 0.0
0.0 0.0 0.0
0.0 0.0 0.0
0.0 0.0 0.0
0.0 0.0 0.0
0.0 -0.1 -0.2
0.1 0.0 -0.1
-0.1 0.1 0.0
0.0 0.0 0.0
0.0 0.0 0.0
0.0 0.0 0.0
0.0 0.0 0.0
0.0 0.0 0.0
0.0 0.0 0.0
0.0 0.0 0.0
0.0 0.0 0.0
0.0 0.0 0.0
0.0 0.0 0.0
0.0 0.0 0.0
0.0 0.0 0.0
0.0 0.0 0.0
0.0 0.0 0.0
0.0 0.0 0.0
0.0 0.0 0.0
0.0 0.0 0.0
0.0 0.0 0.0
0.0 0.0 0.0
0.0 0.0 0.1
0.0 0.0 0.0
0.0 0.0 0.0
0.0 0.0 0.0
0.0 0.0 0.0
0.0 0.0 0.0
0.0 0.0 0.0
0.0 0.0 0.0
0.0 0.0 0.0
0.0 0.0 0.0
0.0 0.0 0.0
0.0 0.0 0.0
0.0 0.1 0.0
0.0 -0.1 0.0
0.0 0.0 0.0
0.0 -0.1 0.0
0.0 0.1 -0.1
0.0 -0.1 0.0
0.0 0.0 0.0
0.0 0.0 0.0
0.0 0.0 0.0
0.0 0.0 0.0
0.0 0.0 0.0

As for the multiplicity: 2. As for the charge: +4.



Computed strongest force on any atom (eV/Å) in order:
1.380, 1.494, 0.550
Computed ΔE to the lowest compared entry with this formula, charge and spin (kcal/mol) in order:
0.0, 121.9, 0.0